DFT (ωB97M-V with the def2-TZVPD basis set) results for a 2-piece molecular cluster, C3H5N3S2 overall in a non-equilibrium geometry.

Structure (XYZ):
```
13
Properties=species:S:1:pos:R:3:forces:R:3:lowdin_charge:R:1
C -0.996 -0.310 0.418 0.1 0.2 -0.8 -0.47
C -0.554 0.340 -0.870 1.0 0.6 2.6 -0.04
C 0.805 0.256 -0.613 -0.4 1.1 -2.8 -0.90
H -2.406 -1.281 1.484 -0.1 3.4 -1.4 0.14
H -2.437 0.709 1.223 -0.6 -4.5 -0.9 0.19
H -0.847 1.178 -1.614 -0.4 -2.0 1.6 0.12
H 1.114 3.106 -1.040 1.4 -3.4 -0.7 0.12
H 2.314 -2.003 -0.621 0.7 0.1 2.3 -0.04
N -2.344 -0.401 0.780 0.0 1.6 3.0 0.01
N 1.099 -0.570 0.366 -2.7 1.4 3.5 -0.69
N -0.011 -0.796 1.216 -1.7 0.6 -4.3 0.08
S 1.918 1.264 -1.479 -0.5 3.1 0.4 0.65
S 2.343 -1.492 0.750 3.1 -2.1 -2.7 0.82
```
Forces are in eV/Å.

Computed properties:
- Maximum force: 4.7 eV Å⁻¹
- Energy relative to the best compared isomer or geometry (same formula, charge and spin): 603.6 kJ/mol
- Net charge: 0
- E_HOMO: -8.74 eV
- Electronic energy: -1077.727173 Ha